No. 1
This record from OMol25 describes a 4-piece molecular cluster, C46H49BBr2I2N2O13P2S overall in a non-equilibrium geometry. The level of theory is ωB97M-V/def2-TZVPD.

Geometry (Å):
C: -3.21392 0.51005 0.68430
C: -2.83974 1.10496 -0.79738
O: -3.75394 1.81326 -1.47583
O: -1.53876 0.88056 -1.50239
C: -1.67450 -0.34247 -2.35029
C: -0.26216 -0.59833 -3.15814
C: 0.35722 -2.13133 -2.91166
C: 0.72278 -2.29162 -1.31662
C: 1.58024 -3.64509 -0.94378
C: 1.42981 -3.87270 0.69582
C: 2.84384 -3.41134 1.44731
C: 4.03361 -4.58173 1.46097
C: 5.46876 -4.21908 2.16559
C: 5.66478 -2.72145 2.80277
C: 4.53462 -1.51760 2.81592
C: 3.05962 -1.90183 2.12791
C: 1.77390 -0.87298 2.07223
C: 0.88361 -1.06521 3.46594
C: -0.61900 -1.68169 3.20286
Br: -1.54513 -1.63679 5.01925
N: 4.77555 -0.14289 3.43066
P: 4.55838 -0.19280 5.20731
O: 3.89848 -1.77355 5.64562
Br: 2.88387 1.30332 5.73216
C: 6.12028 0.43336 3.02857
C: 6.29703 2.03017 2.56366
O: 5.16768 3.00058 2.53665
B: 5.24007 3.64779 3.89448
O: 5.85215 2.91702 5.06031
O: 4.78093 5.02795 4.18165
C: 7.77420 2.65621 2.09081
C: 7.96133 4.23160 1.57848
C: 7.24059 4.53864 0.13337
C: 8.03457 5.82593 -0.53646
I: 7.39781 2.86553 -1.30417
C: 9.14076 1.73225 2.07710
C: 10.63063 2.22954 1.58950
C: 11.44180 2.66665 2.98524
O: 12.73998 3.00814 2.94508
I: 10.47098 2.66715 4.98174
C: 9.00253 0.16502 2.56581
P: 10.48823 -1.09248 2.61503
N: 11.12639 -0.94087 4.11892
C: 7.54832 -0.43743 3.02415
S: 7.34819 -2.25548 3.57774
H: -3.57946 -0.61886 0.66715
H: -4.07871 1.15528 1.19198
H: -2.28704 0.59382 1.40793
H: -2.60115 -0.23580 -3.08976
H: -1.96922 -1.21703 -1.60973
H: 0.57470 0.19721 -2.88147
H: -0.49338 -0.41398 -4.31478
H: 1.35285 -2.31528 -3.51978
H: -0.49087 -2.89902 -3.22625
H: 1.29688 -1.29926 -1.00066
H: -0.32053 -2.39654 -0.75072
H: 1.09892 -4.53367 -1.57035
H: 2.71518 -3.60267 -1.22709
H: 1.35661 -5.04037 0.84729
H: 0.49675 -3.28087 1.08107
H: 3.83796 -5.65324 0.99406
H: 6.38799 -4.96565 2.25014
H: 1.02508 -1.09701 1.18971
H: 2.19551 0.23332 2.05290
H: 1.44651 -1.85704 4.15234
H: 0.71685 -0.03183 4.03975
H: -0.61692 -2.83046 2.90161
H: -1.27211 -1.02859 2.47167
H: 3.04344 -1.65714 6.18218
H: 5.82341 3.51527 5.86458
H: 4.30118 5.43624 3.40263
H: 9.08693 4.55049 1.47115
H: 7.49616 4.97351 2.38987
H: 6.10558 4.85870 0.25104
H: 8.79819 6.34265 0.18484
H: 8.64344 5.45462 -1.47953
H: 7.25663 6.66875 -0.85697
H: 11.28547 1.33983 1.13762
H: 10.62750 3.07508 0.77987
H: 11.48595 -0.79052 1.62065
H: 10.00593 -2.44209 2.33987
H: 12.11876 -0.62130 4.01236
O: -9.85849 0.47421 3.52718
C: -8.66965 0.27152 3.32204
C: -8.12483 0.22552 1.95081
C: -6.82618 0.00184 1.72762
C: -5.88058 -0.20717 2.84206
O: -4.69174 -0.40985 2.63692
C: -6.42540 -0.16116 4.21328
C: -7.72405 0.06252 4.43647
H: -8.83103 0.38143 1.14410
H: -6.41043 -0.03577 0.72813
H: -5.71920 -0.31707 5.02000
H: -8.13980 0.10013 5.43596
O: -8.55499 0.22230 -0.68396
C: -8.91529 -0.22623 -1.76356
C: -9.54728 -1.55613 -1.86926
C: -9.93860 -2.04624 -3.04950
C: -9.75739 -1.27870 -4.29764
O: -10.11769 -1.72723 -5.37723
C: -9.12540 0.05120 -4.19194
C: -8.73408 0.54131 -3.01170
H: -9.67391 -2.10651 -0.94467
H: -10.40307 -3.02013 -3.14468
H: -8.99876 0.60158 -5.11653
H: -8.26961 1.51520 -2.91652
O: -9.91531 0.90376 -7.42026
C: -10.27560 0.45523 -8.49985
C: -10.90759 -0.87467 -8.60555
C: -11.29892 -1.36478 -9.78580
C: -11.11771 -0.59724 -11.03394
O: -11.47800 -1.04577 -12.11353
C: -10.48572 0.73265 -10.92824
C: -10.09439 1.22276 -9.74799
H: -11.03423 -1.42506 -7.68097
H: -11.76338 -2.33867 -9.88098
H: -10.35908 1.28304 -11.85283
H: -9.62993 2.19666 -9.65281

Atomic forces in eV per Å
0.58 0.52 0.10
-4.07 3.08 -3.80
5.65 -4.39 4.32
-3.05 -1.04 1.19
-0.37 -0.67 0.02
0.21 -0.08 -0.71
-0.34 0.56 0.56
-0.25 -0.11 -0.61
-0.81 0.39 -0.02
1.71 -0.33 -0.51
2.66 0.10 1.37
0.94 4.03 2.14
-2.99 2.92 -0.25
-2.70 0.21 -1.34
-1.40 -4.16 -2.41
2.06 -2.52 -0.75
0.41 -0.25 1.17
-0.41 -0.34 0.31
0.64 -0.13 -0.36
0.48 -0.06 -1.26
1.47 -2.53 -1.15
0.79 -1.27 1.31
-1.15 2.84 -0.30
-0.12 -0.60 -0.49
3.89 2.43 -1.10
2.63 -1.87 -0.53
3.02 -0.88 3.69
0.31 0.37 1.55
-1.67 2.94 -2.19
0.16 -2.90 -2.34
0.93 -2.65 0.63
-0.90 -0.59 0.39
0.30 2.12 0.79
-0.15 0.33 -0.67
-0.24 0.72 0.87
-3.60 -2.10 0.65
-0.48 -0.72 1.29
7.06 1.90 -1.14
-8.55 -2.29 0.03
0.54 0.04 -1.53
-3.84 1.51 -0.92
0.44 1.32 3.20
0.29 -0.07 -2.50
-0.79 2.95 -1.15
-1.68 1.64 -1.40
0.96 2.57 -0.33
2.09 -1.37 -1.76
-1.75 -0.26 -1.61
2.12 0.05 1.47
0.87 1.45 -1.60
-2.01 -1.61 -0.26
0.56 -0.57 2.52
-2.22 0.49 0.97
1.98 1.40 0.62
-1.28 -2.19 -0.44
2.33 0.47 -0.97
0.94 1.73 1.55
-2.20 0.15 0.50
-0.12 2.48 0.08
1.90 -1.39 -0.60
0.45 2.60 1.12
-2.31 1.77 -0.29
2.01 0.53 1.53
-0.95 -2.35 -0.18
-1.21 1.94 -1.30
0.59 -2.38 -1.28
0.01 2.66 0.58
1.36 -1.45 1.56
1.69 -0.12 -1.19
-0.07 -0.95 -1.44
0.88 -0.79 1.27
-2.17 -1.10 0.35
0.89 -1.63 -1.76
2.43 -1.19 -0.20
-1.52 -1.14 -1.10
-1.34 0.98 1.95
1.72 -1.94 0.53
-1.64 1.90 1.09
-0.07 -1.45 1.88
-1.03 -0.17 -0.06
-0.05 1.31 -0.23
-1.08 -0.43 0.25
0.76 -0.14 -0.11
-0.70 0.14 0.14
0.08 0.07 0.10
-0.35 0.03 -0.05
0.48 -0.15 -0.12
-0.89 -0.22 0.69
-0.34 0.09 0.33
0.42 -0.09 0.24
0.21 -0.04 0.50
-0.06 0.04 -0.02
0.02 0.00 -0.05
-0.01 0.00 -0.02
-0.20 -0.34 -1.41
0.19 0.35 0.37
-0.19 -0.35 -0.23
0.03 -0.07 0.50
-0.24 -0.23 -0.84
0.21 0.17 0.76
0.24 0.39 0.18
-0.06 0.00 -0.35
0.01 0.03 -0.01
0.01 0.03 -0.02
-0.07 -0.06 -0.02
0.00 -0.03 0.03
-0.18 -0.16 -0.66
0.22 0.24 0.74
-0.24 -0.40 -0.18
0.07 0.02 0.43
-0.30 -0.42 -0.81
0.25 0.32 0.70
0.21 0.37 0.27
-0.03 0.06 -0.47
0.07 0.07 0.02
0.01 0.03 -0.03
-0.02 -0.05 0.01
-0.01 -0.02 0.03

- HOMO energy (eV) = -8.0154
- orbital gap (eV) = 6.09

Löwdin atomic charge list, values in e, 2 entries: -0.03, -0.28

No. 2
This record from OMol25 describes one molecule with the formula C8H10ClNO2 in a non-equilibrium geometry. The level of theory is ωB97M-V/def2-TZVPD.

Geometry (Å):
C: 1.31164 1.55240 1.01091
C: 0.12778 0.61515 1.22061
C: 0.27604 -0.67082 1.51640
C: -0.77727 -1.67795 1.26982
C: -1.11502 -2.09082 0.06918
C: -0.45384 -1.47797 -1.05643
C: -0.21275 -0.14032 -1.25121
C: 0.63110 0.30077 -2.40468
Cl: -0.03277 1.89598 -2.97076
N: -1.20409 1.22414 1.25524
O: -2.10812 0.44923 1.53724
O: -1.25921 2.43225 1.14220
H: 2.13976 0.87978 0.89205
H: 1.32853 2.14002 1.92135
H: 1.02454 2.20725 0.11463
H: 1.28652 -1.12469 1.76513
H: -1.17589 -2.20619 2.06435
H: -1.66608 -2.96157 -0.13322
H: 0.13748 -2.08129 -1.76914
H: -0.77889 0.63177 -0.90214
H: 0.75353 -0.41913 -3.25576
H: 1.76702 0.52200 -2.03578

Atomic forces in eV per Å
-2.72 0.23 -0.46
1.96 0.23 0.69
0.06 -0.95 -0.03
0.65 0.51 0.63
1.19 0.90 -1.35
1.39 2.26 -1.59
0.22 -4.18 -2.44
3.03 0.60 0.45
0.39 -0.55 -0.21
0.23 -1.06 0.80
-0.46 1.38 -0.35
-0.44 -0.26 -0.24
0.69 0.34 -0.25
0.66 0.53 -0.11
0.99 -0.84 1.23
-1.17 0.93 -0.47
-0.60 -0.93 1.81
-0.91 -0.95 0.20
-0.64 -0.24 0.42
-1.36 1.64 1.36
-0.49 0.73 0.78
-2.64 -0.31 -0.86

- HOMO energy (eV) = -8.9816
- energy above the lowest of the compared OMol25 structures with the same formula, charge and spin (kcal/mol) = 141.5
- orbital gap (eV) = 8.46

Löwdin atomic charge list, values in e, 2 entries: -0.01, -0.27

No. 3
This record from OMol25 describes a 5-piece molecular cluster, H16N5 overall in a non-equilibrium geometry. The level of theory is ωB97M-V/def2-TZVPD.

Geometry (Å):
N: -0.32874 -0.91157 0.10281
H: 0.04736 -1.55922 -0.59884
H: -0.37036 -1.27655 1.06687
H: 0.21796 -0.02151 0.10266
H: -1.26653 -0.66153 -0.21661
N: -0.11228 -1.48080 3.00739
H: 0.89196 -1.49250 3.09162
H: -0.48222 -2.37890 3.28398
H: -0.59795 -0.80030 3.57654
N: 1.22894 1.54314 0.04160
H: 1.25838 2.12931 -0.80209
H: 2.23680 1.62122 0.22986
H: 0.81975 2.17220 0.72563
N: 1.64102 -1.38974 -2.23460
H: 2.18426 -2.02420 -2.80702
H: 2.26301 -1.03147 -1.53113
H: 1.29376 -0.62342 -2.77675
N: -2.61210 1.75141 -1.08008
H: -1.88317 2.44110 -0.96739
H: -3.29194 1.90365 -0.32552
H: -3.13791 2.08970 -1.88892

Atomic forces in eV per Å
-0.67 0.34 -0.59
0.42 0.02 0.06
0.11 -0.21 0.43
0.32 -0.09 -0.17
-0.14 0.08 0.07
-0.74 -0.31 -0.83
0.02 0.25 0.54
0.16 -0.22 0.04
0.56 0.21 0.14
1.07 1.02 -0.59
-0.72 -0.37 -0.09
-0.26 -0.60 0.52
-0.13 0.00 0.22
-0.25 -0.63 0.64
-0.19 0.10 -0.16
0.31 0.26 0.12
0.03 0.30 -0.47
-0.79 0.09 0.04
0.12 0.21 0.22
0.52 -0.08 -0.08
0.26 -0.36 -0.08

- HOMO energy (eV) = -13.8395
- energy above the lowest of the compared OMol25 structures with the same formula, charge and spin (kcal/mol) = 7.4
- total charge = +1
- orbital gap (eV) = 11.05

Löwdin atomic charge list, values in e, 2 entries: 0.24, 0.09

No. 4
This record from OMol25 describes a 2-piece molecular cluster, C5H13S overall. The level of theory is ωB97M-V/def2-TZVPD.

Geometry (Å):
C: 2.23137 -1.00505 -1.66591
C: 1.84847 -1.99259 -0.57451
C: 0.36802 -1.92783 -0.17547
S: -0.17344 -0.31500 0.45430
H: 1.56679 -1.09315 -2.52631
H: 3.24155 -1.18309 -2.04842
H: 2.13395 0.01707 -1.30475
H: 2.12308 -3.00392 -0.88961
H: 2.44060 -1.76484 0.31260
H: 0.20988 -2.71152 0.57235
H: -0.22486 -2.23480 -1.05046
C: -2.60365 2.18216 0.81164
C: -1.27537 2.92624 0.73994
H: -3.17233 2.39067 1.71673
H: -2.43863 1.10414 0.74754
H: -3.28248 2.46055 -0.00144
H: -0.67566 2.72529 1.62796
H: -0.73016 2.57004 -0.12548
H: -1.42579 4.00784 0.71916

Atomic forces in eV per Å
-0.02 -0.01 -0.26
-0.02 0.30 0.07
0.20 -0.30 -0.19
0.04 -0.07 -0.01
-0.19 -0.06 -0.07
0.09 0.08 0.17
0.05 0.01 0.04
-0.09 -0.19 -0.05
0.10 -0.02 0.15
-0.07 0.02 0.09
-0.01 0.12 0.02
-0.38 -0.09 -0.12
-0.42 -0.01 0.42
0.11 0.06 0.30
0.06 0.11 0.03
0.18 0.02 -0.17
0.09 -0.20 -0.08
0.25 0.14 -0.11
0.03 0.08 -0.26

- HOMO energy (eV) = -2.3328
- energy above the lowest of the compared OMol25 structures with the same formula, charge and spin (kcal/mol) = 0.5
- total charge = -1
- orbital gap (eV) = 6.56

Löwdin atomic charge list, values in e, 2 entries: -0.18, -0.39